C43H103BF4N11O5 | ωB97M-V/def2-TZVPD

Summary:
Net charge   +6
LUMO energy (alpha / beta)   -12.0 / -12.0 eV
Multiplicity   2
E   -84373.9575 eV
Gap between HOMO and LUMO (alpha / beta)   2.91 / 7.14 eV

Structure (XYZ):
```
167
C43H103BF4N11O5, DFT ωB97M-V/def2-TZVPD
C -2.34 -2.11 2.07
C -3.57 -2.99 1.61
N -3.82 -2.91 0.25
C -4.57 -3.73 -0.50
C -4.60 -3.31 -1.85
N -3.85 -2.14 -1.87
C -3.38 -1.90 -0.62
C -3.47 -1.42 -3.08
H -2.06 -2.28 3.10
H -2.54 -1.04 1.96
H -1.42 -2.38 1.56
H -4.52 -2.93 2.15
H -3.27 -4.02 1.77
H -5.00 -4.57 0.02
H -5.04 -3.73 -2.74
H -2.68 -1.12 -0.38
H -3.14 -0.40 -2.89
H -4.31 -1.45 -3.78
H -2.64 -1.96 -3.56
C 5.74 -1.91 -2.26
C 4.66 -2.35 -1.19
N 4.60 -1.48 -0.10
C 3.40 -1.04 0.45
C 3.63 -0.45 1.64
N 5.01 -0.28 1.80
C 5.60 -1.02 0.77
C 5.78 0.31 2.89
H 5.65 -2.48 -3.18
H 6.74 -2.06 -1.86
H 5.51 -0.88 -2.53
H 4.85 -3.39 -0.92
H 3.72 -2.26 -1.72
H 2.43 -1.08 -0.03
H 3.02 -0.02 2.43
H 6.66 -1.13 0.60
H 6.74 0.72 2.58
H 6.00 -0.38 3.70
H 5.06 1.04 3.28
C -2.48 4.82 -0.12
C -1.37 4.27 0.82
N -1.84 4.13 2.17
C -1.42 3.07 3.05
C -1.81 3.38 4.31
N -2.55 4.57 4.25
C -2.48 5.07 2.98
C -3.13 5.36 5.35
H -2.15 4.96 -1.15
H -2.77 5.81 0.22
H -3.29 4.09 -0.22
H -0.58 5.02 0.76
H -0.95 3.36 0.37
H -0.84 2.21 2.76
H -1.74 2.84 5.24
H -2.71 6.05 2.57
H -3.42 6.35 5.00
H -2.45 5.54 6.18
H -4.05 4.89 5.69
C 4.19 3.40 -0.11
N 3.75 4.19 1.14
C 2.58 3.39 1.73
C 4.91 4.23 2.19
C 3.31 5.63 0.82
C 2.64 6.40 2.05
O 1.31 6.03 2.32
H 3.41 3.32 -0.86
H 4.40 2.36 0.15
H 5.08 3.73 -0.64
H 2.95 2.38 1.90
H 1.86 3.32 0.91
H 2.20 3.82 2.66
H 4.46 4.61 3.10
H 5.77 4.82 1.86
H 5.25 3.25 2.51
H 2.50 5.40 0.13
H 4.05 6.25 0.31
H 2.50 7.48 1.94
H 3.20 6.24 2.97
H 0.84 6.62 2.92
C 1.16 2.71 -4.99
N -0.05 2.32 -4.16
C 0.54 1.92 -2.74
C -0.92 3.60 -4.02
C -0.76 1.04 -4.71
C -1.67 1.23 -5.97
O -0.85 1.31 -7.07
H 0.91 3.00 -6.01
H 1.73 1.79 -5.07
H 1.75 3.41 -4.41
H 1.06 0.96 -2.77
H -0.34 1.87 -2.11
H 1.29 2.65 -2.42
H -1.28 3.85 -5.02
H -0.35 4.48 -3.70
H -1.77 3.43 -3.38
H -1.34 0.66 -3.87
H 0.00 0.32 -5.03
H -2.25 2.16 -5.91
H -2.39 0.43 -6.10
H -1.51 1.45 -7.76
C 2.14 -3.37 3.83
N 2.00 -4.66 3.06
C 0.86 -5.52 3.62
C 1.76 -4.20 1.57
C 3.28 -5.56 3.04
C 4.49 -5.11 2.21
O 5.00 -3.94 2.58
H 1.25 -2.77 3.67
H 2.98 -2.75 3.53
H 2.24 -3.56 4.90
H 1.11 -5.96 4.59
H 0.70 -6.26 2.83
H 0.00 -4.86 3.73
H 1.75 -5.10 0.95
H 2.64 -3.69 1.20
H 0.82 -3.65 1.63
H 3.02 -6.55 2.64
H 3.54 -5.72 4.08
H 4.42 -5.14 1.12
H 5.30 -5.82 2.40
H 5.87 -3.92 2.16
C -6.66 -0.06 -0.29
N -6.32 0.83 0.92
C -7.34 0.60 2.07
C -4.97 0.38 1.48
C -6.44 2.35 0.56
C -5.74 3.37 1.45
O -5.94 3.27 2.87
H -7.35 0.51 -0.90
H -7.06 -0.98 0.15
H -5.72 -0.23 -0.83
H -6.89 0.99 2.99
H -7.43 -0.48 2.17
H -8.35 0.96 1.90
H -4.21 0.73 0.77
H -4.86 -0.68 1.67
H -4.74 0.98 2.36
H -7.50 2.59 0.46
H -6.09 2.41 -0.47
H -5.84 4.44 1.23
H -4.68 3.23 1.23
H -6.20 4.16 3.10
C 2.58 -4.03 -4.37
N 1.34 -4.82 -3.73
C 0.08 -4.47 -4.47
C 1.56 -6.34 -3.96
C 1.34 -4.56 -2.19
C 0.42 -3.41 -1.68
O 0.86 -2.17 -2.19
H 2.72 -4.46 -5.36
H 3.47 -4.22 -3.77
H 2.40 -2.96 -4.31
H 0.11 -4.60 -5.55
H -0.01 -3.41 -4.22
H -0.75 -5.06 -4.09
H 1.67 -6.54 -5.03
H 0.71 -6.85 -3.52
H 2.44 -6.74 -3.45
H 2.36 -4.37 -1.84
H 1.01 -5.48 -1.73
H 0.48 -3.42 -0.59
H -0.67 -3.53 -1.73
H 0.74 -1.47 -1.55
B -0.07 0.23 0.49
F -1.36 0.57 0.74
F 0.22 -0.84 1.26
F 0.06 -0.20 -0.80
F 0.74 1.21 0.84
```